Record 1
{
  "formula": "C18H35N3OPPdS2Si",
  "method": "the ωB97M-V functional and the def2-TZVPD basis",
  "symbols": ["Pd", "C", "Si", "C", "C", "C", "C", "C", "C", "N", "C", "S", "H", "H", "H", "H", "H", "H", "H", "H", "H", "H", "H", "H", "O", "C", "C", "P", "C", "C", "C", "C", "H", "H", "H", "H", "H", "H", "H", "H", "H", "H", "H", "H", "H", "H", "H", "S", "C", "N", "C", "C", "C", "N", "H", "H", "H", "H", "H", "H", "H", "H"],
  "positions_angstrom": [[0.300333, 0.320884, 1.271025], [-2.907624, -5.186028, -1.097253], [-2.562405, -4.587999, 0.653031], [-2.279941, -6.101891, 1.739736], [-4.093099, -3.723734, 1.279087], [-0.941063, -3.638014, 0.600720], [0.165054, -4.367569, 0.189398], [1.424371, -3.788324, 0.072228], [1.531789, -2.446198, 0.369657], [0.496221, -1.712588, 0.767015], [-0.738758, -2.266862, 0.904095], [-1.941327, -1.160976, 1.446804], [-3.803554, -5.811836, -1.128877], [-2.073709, -5.767232, -1.497305], [-3.063542, -4.333446, -1.761988], [-3.164237, -6.744652, 1.748499], [-2.073281, -5.796434, 2.768040], [-1.433120, -6.699092, 1.394613], [-4.925699, -4.435411, 1.255099], [-4.340348, -2.859910, 0.663476], [-3.959936, -3.361927, 2.298106], [0.051365, -5.420227, -0.057014], [2.287535, -4.352056, -0.252964], [2.475744, -1.921632, 0.283601], [0.377556, 2.321819, 1.584835], [2.824542, 0.415959, -1.188347], [3.204508, 0.932624, 0.191805], [1.848097, 1.985316, 1.020897], [2.851547, 2.412971, 2.510404], [4.016890, 3.385788, 2.347868], [1.834371, 3.332133, -0.258399], [3.113375, 3.800450, -0.950272], [3.527451, -0.341386, -1.548875], [2.795012, 1.210679, -1.936326], [1.830052, -0.035079, -1.177810], [4.149409, 1.488899, 0.149894], [3.357900, 0.098261, 0.884456], [3.214233, 1.458250, 2.901793], [2.137675, 2.801873, 3.236037], [4.722249, 3.063643, 1.580893], [4.571463, 3.477989, 3.285075], [3.664371, 4.382905, 2.078457], [1.321655, 4.173069, 0.212560], [1.139568, 2.941595, -1.011881], [3.788725, 4.308351, -0.262926], [2.867689, 4.505568, -1.748374], [3.664353, 2.978023, -1.406575], [-0.320818, 0.769025, -3.521431], [-1.260118, 1.744626, -2.514234], [-1.911607, 2.814294, -3.047740], [-2.828690, 3.669272, -2.320557], [-2.377011, 3.754855, -0.871958], [-2.235233, 2.350311, -0.319586], [-1.402677, 1.549504, -1.207948], [-1.842028, 2.872639, -4.047971], [-3.853699, 3.279166, -2.363752], [-2.828903, 4.652757, -2.794110], [-3.101735, 4.317749, -0.282420], [-1.415070, 4.271130, -0.814884], [-3.219606, 1.881674, -0.211680], [-1.741133, 2.348129, 0.652996], [-0.915133, 0.788323, -0.738742]],
  "forces_ev_per_angstrom": [[0.128, 0.101, 0.047], [0.003, 0.003, 0.000], [-0.010, -0.003, -0.005], [0.005, 0.003, -0.004], [0.002, 0.000, 0.002], [-0.005, -0.004, 0.019], [-0.002, -0.004, -0.003], [0.015, -0.001, -0.012], [0.003, 0.015, 0.014], [0.032, -0.018, 0.034], [-0.002, 0.004, -0.059], [-0.045, 0.017, -0.009], [0.000, 0.001, -0.002], [0.002, 0.000, 0.004], [-0.003, 0.000, 0.000], [0.000, 0.000, -0.001], [-0.001, -0.001, 0.000], [-0.002, -0.004, 0.004], [0.001, 0.000, 0.004], [0.000, -0.002, 0.000], [-0.001, 0.002, 0.002], [0.001, -0.001, 0.005], [-0.001, -0.001, 0.002], [-0.011, 0.000, -0.002], [-0.070, 0.034, 0.003], [-0.004, -0.062, -0.043], [0.000, -0.030, 0.052], [-0.010, -0.084, -0.084], [-0.015, -0.010, 0.004], [-0.003, 0.006, -0.027], [0.010, -0.035, -0.011], [0.015, -0.014, 0.015], [0.012, 0.006, 0.003], [-0.043, -0.052, 0.028], [-0.024, 0.014, 0.000], [0.002, 0.013, 0.000], [0.012, 0.004, -0.009], [0.011, 0.003, -0.005], [-0.004, 0.001, 0.005], [0.001, -0.004, 0.005], [-0.004, 0.007, -0.001], [-0.003, 0.008, -0.026], [-0.005, 0.009, 0.004], [-0.007, 0.001, 0.039], [0.025, 0.014, 0.030], [0.004, 0.007, 0.001], [-0.024, 0.071, 0.021], [0.036, -0.024, 0.050], [-0.042, 0.053, -0.032], [-0.004, -0.047, -0.001], [0.015, 0.024, 0.037], [0.019, 0.036, -0.005], [0.017, 0.015, 0.008], [-0.156, -0.022, 0.293], [0.011, 0.007, 0.006], [0.004, -0.006, -0.010], [-0.001, 0.004, 0.005], [0.002, 0.003, 0.002], [-0.013, -0.032, 0.001], [0.006, -0.015, -0.010], [-0.017, 0.045, -0.031], [0.134, -0.054, -0.355]],
  "orbital_gap_ev": 6.57,
  "lumo_energy_ev": 2.86,
  "charge": -1
}

Record 2
{
  "formula": "C18H36AgO18",
  "method": "the ωB97M-V functional and the def2-TZVPD basis",
  "symbols": ["Ag", "C", "O", "C", "O", "O", "C", "H", "H", "H", "H", "H", "H", "C", "O", "C", "O", "O", "C", "H", "H", "H", "H", "H", "H", "C", "O", "C", "O", "O", "C", "H", "H", "H", "H", "H", "H", "C", "O", "C", "O", "O", "C", "H", "H", "H", "H", "H", "H", "C", "O", "C", "O", "O", "C", "H", "H", "H", "H", "H", "H", "C", "O", "C", "O", "O", "C", "H", "H", "H", "H", "H", "H"],
  "positions_angstrom": [[0.232804, -0.059383, -0.088791], [3.384136, 2.283218, 3.382521], [2.928905, 1.566925, 2.218239], [2.534929, 0.304493, 2.305485], [2.291768, -0.352394, 1.323698], [2.431112, -0.105635, 3.565729], [2.163375, -1.476813, 3.756192], [3.910978, 1.637715, 4.079329], [2.547332, 2.773908, 3.870806], [4.108542, 2.998120, 2.998378], [2.515498, -1.749843, 4.745615], [2.691085, -2.120492, 3.046536], [1.103374, -1.669789, 3.613484], [-3.508641, 2.527179, -2.547508], [-2.342073, 2.242490, -1.736573], [-2.397262, 2.185832, -0.428351], [-1.516101, 1.695469, 0.229325], [-3.494784, 2.727159, 0.093934], [-3.662780, 2.562493, 1.492659], [-4.026440, 1.597912, -2.776805], [-3.077962, 2.973074, -3.435681], [-4.197258, 3.184868, -2.027074], [-4.660644, 2.910358, 1.748677], [-2.879957, 3.063956, 2.052177], [-3.670618, 1.506714, 1.788899], [-0.680447, -1.553326, -4.019479], [-1.949635, -1.251095, -3.404255], [-2.031926, -1.380775, -2.100750], [-1.150115, -1.805141, -1.383544], [-3.221608, -0.945443, -1.705737], [-3.480449, -1.050408, -0.300506], [-0.880481, -1.804559, -5.055941], [-0.192760, -2.408336, -3.558503], [-0.084025, -0.645021, -3.951573], [-3.652501, -2.090364, -0.020151], [-4.405562, -0.499555, -0.144853], [-2.669181, -0.621957, 0.283102], [4.910578, -2.442435, -2.802866], [3.710120, -1.653141, -2.801643], [2.746822, -1.914389, -1.934363], [1.906182, -1.100194, -1.669564], [2.831370, -3.147756, -1.435158], [1.775582, -3.525131, -0.562371], [5.095994, -2.914054, -1.847967], [5.696820, -1.768000, -3.132739], [4.838150, -3.186353, -3.601515], [1.881885, -3.001583, 0.391334], [1.814542, -4.600737, -0.426148], [0.794579, -3.249020, -0.949554], [1.551312, 4.017586, 0.343610], [1.621654, 4.049554, -1.062208], [1.474755, 2.876148, -1.683061], [1.348483, 1.812987, -1.143431], [1.463256, 2.993775, -3.001557], [1.720993, 4.266028, -3.604272], [0.851807, 3.274919, 0.724932], [1.248858, 5.003313, 0.695231], [2.516001, 3.812038, 0.812263], [2.636709, 4.697898, -3.216760], [0.895318, 4.959955, -3.426486], [1.736365, 4.093239, -4.675194], [-3.972748, -1.820366, 3.366778], [-2.852445, -1.082684, 2.864031], [-1.757959, -1.709021, 2.446666], [-0.829264, -1.086045, 2.002969], [-1.846163, -3.025713, 2.560544], [-0.724797, -3.792431, 2.138150], [-3.693388, -2.661538, 3.990014], [-4.605502, -2.110801, 2.529907], [-4.536266, -1.130803, 3.993028], [-1.053257, -4.816971, 1.988317], [0.001098, -3.845709, 2.959165], [-0.208082, -3.424093, 1.261182]],
  "forces_ev_per_angstrom": [[0.142, -0.059, -0.116], [0.353, -0.068, -0.153], [0.090, -0.027, -0.028], [-0.088, 0.431, 0.091], [-0.068, -0.214, 0.072], [0.418, 0.289, -0.069], [-0.111, -1.153, -0.180], [-0.162, -0.118, 0.009], [-0.018, 0.029, 0.023], [-0.217, 0.169, 0.023], [-0.227, 0.206, 0.158], [0.102, 0.354, -0.099], [-0.097, 0.054, 0.223], [0.167, 0.009, 0.304], [-0.002, -0.170, -0.377], [-0.456, 0.145, 0.055], [0.489, -0.265, 0.411], [-0.207, -0.080, -0.414], [-0.386, -0.694, 0.851], [0.176, -0.103, -0.055], [-0.304, 0.073, -0.141], [0.130, 0.210, -0.118], [0.165, 0.489, -0.183], [-0.037, 0.179, -0.007], [0.365, 0.047, -0.307], [-0.015, 0.175, -0.030], [-0.202, -0.236, -0.418], [0.303, 0.185, -0.199], [-0.123, -0.051, 0.404], [-0.024, -0.073, 0.148], [-0.268, -0.007, -0.008], [-0.202, 0.172, -0.021], [-0.013, 0.160, 0.257], [0.284, -0.225, -0.005], [0.150, -0.038, -0.032], [0.058, 0.063, 0.034], [-0.012, 0.030, -0.059], [-0.046, -0.135, -1.116], [0.219, 0.223, 0.204], [0.310, 0.063, -0.066], [-0.463, -0.035, -0.015], [-0.069, -0.245, -0.145], [-0.556, 0.268, 0.575], [0.132, 0.088, 0.090], [0.071, 0.098, 0.433], [-0.145, -0.181, 0.314], [0.153, -0.104, 0.028], [0.255, -0.021, -0.034], [0.103, 0.028, -0.298], [0.096, 0.180, 1.491], [-0.044, -0.033, -0.456], [-0.080, 0.244, -0.243], [-0.036, -0.164, 0.228], [0.075, -0.135, -0.073], [-0.574, 0.380, -0.055], [-0.098, -0.041, -0.297], [-0.101, 0.028, -0.320], [0.095, -0.143, -0.388], [0.154, -0.009, -0.185], [0.069, -0.092, 0.239], [0.359, -0.152, 0.024], [-0.502, 0.261, 0.186], [0.132, 0.047, 0.188], [-0.429, 0.204, -0.011], [0.439, -0.086, -0.062], [-0.149, -0.076, -0.267], [0.921, -0.747, 0.733], [0.177, -0.153, -0.193], [0.049, -0.275, 0.047], [0.105, 0.123, -0.117], [-0.332, 0.133, -0.173], [-0.086, 0.207, -0.117], [-0.359, 0.361, -0.197]],
  "orbital_gap_ev": 10.66,
  "lumo_energy_ev": -1.56,
  "charge": 1
}

Results for E: -68072.994 -60098.974 (in eV, following the order of the records).
Results for energy relative to the best compared isomer or geometry (same formula, charge and spin): 10.39 8.93 (in kcal/mol, following the order of the records).